No. 1
9
Properties=species:S:1:pos:R:3:mulliken_charge:R:1 method="wB97M-V/def2-TZVPD" max_force_ev_per_a=3.39 e_homo_ev=-9.100 orbital_gap_ev=8.2
S -1.03 1.85 0.39 0.37
S -1.97 -0.60 1.59 -0.17
O -0.44 2.68 1.40 -0.49
C 0.25 1.20 -0.43 -0.81
C -0.47 -1.09 1.14 -0.28
H 0.09 0.48 -1.29 0.43
H -0.19 -2.13 1.31 0.29
H 0.31 -0.26 0.78 0.32
H 1.40 1.46 -0.41 0.34


No. 2
69
Properties=species:S:1:pos:R:3:mulliken_charge:R:1 method="wB97M-V/def2-TZVPD" max_force_ev_per_a=6.16 charge=-2 e_homo_ev=-1.694 orbital_gap_ev=5.1
Na -0.81 1.35 0.22 0.82
F 1.03 -3.00 0.60 -0.20
F -3.53 -2.55 4.51 -0.25
F 6.34 4.09 -3.84 -0.27
F 1.50 -0.84 2.89 -0.24
F 1.69 0.05 0.93 -0.06
F -2.25 -3.11 2.87 -0.22
F 5.16 4.37 -5.61 -0.24
F 2.71 0.84 2.62 -0.24
F 5.75 2.36 -5.21 -0.25
F 0.26 -4.17 -1.20 -0.28
F -1.34 -2.02 4.59 -0.24
F 1.24 -2.21 -1.40 -0.21
O -1.61 0.84 -2.28 -0.48
O -2.32 2.44 -3.49 -0.78
O 4.56 -0.81 0.98 -0.61
O -2.68 4.77 0.30 -0.65
O -4.07 -0.41 3.27 -0.29
O 3.46 -2.46 2.13 -0.19
O -3.95 3.92 -1.16 -0.68
O -1.96 -0.34 2.36 -0.40
O 3.41 2.29 -4.00 -0.29
O -2.94 2.65 0.20 -0.56
O 3.65 4.43 -3.21 -0.54
O -1.96 -2.96 -0.66 -0.32
O -0.87 -0.97 -0.34 -0.25
O -0.79 2.73 -2.00 -0.57
O 0.18 4.84 1.02 -0.59
O 1.92 4.27 -0.04 -0.68
O 0.92 2.91 1.28 -0.68
N -1.57 1.97 -2.60 0.90
N 1.05 4.04 0.79 0.96
N -3.16 3.79 -0.24 0.92
C -3.54 -2.50 -2.31 -1.33
C -3.30 -2.48 -0.87 0.13
C 2.09 2.11 -3.39 -0.45
C -2.47 -2.16 3.82 0.88
C -5.95 1.04 3.16 -1.28
C 4.08 -4.78 2.60 -1.15
C 2.35 -0.28 2.06 0.97
C -4.54 0.76 2.58 -0.05
C 4.06 3.45 -3.85 0.49
C -0.90 -2.17 -0.50 0.22
C 2.15 0.87 -2.43 -0.62
C -2.78 -0.81 3.17 0.28
C 4.39 -3.49 1.87 -0.25
C 3.56 -1.23 1.65 0.28
C 5.37 3.53 -4.66 0.82
C 0.42 -2.95 -0.61 0.72
H -3.54 -1.47 -0.52 0.09
H 1.29 2.03 -4.12 0.34
H -6.59 0.19 2.93 0.31
H 1.25 0.80 -1.83 -0.01
H 4.43 -3.58 0.78 0.34
H 2.99 1.05 -1.75 0.31
H 4.05 -4.47 3.65 0.29
H -4.57 -2.22 -2.50 0.41
H 5.36 -3.18 2.25 0.33
H -3.87 1.60 2.79 0.33
H -5.80 0.97 4.23 0.32
H 2.39 -0.11 -2.84 0.37
H -2.96 -1.73 -2.81 0.27
H 1.82 2.90 -2.69 0.34
H 3.11 -5.14 2.25 0.28
H -3.94 -3.17 -0.34 0.34
H -3.28 -3.44 -2.80 0.33
H -4.55 0.57 1.50 0.25
H -6.38 1.99 2.84 0.37
H 4.78 -5.60 2.45 0.37


No. 3
17
Properties=species:S:1:pos:R:3:mulliken_charge:R:1 method="wB97M-V/def2-TZVPD" max_force_ev_per_a=6.63 e_homo_ev=-8.571 smiles="C=NSCO/C=C/C" orbital_gap_ev=8.9
S -0.60 -1.93 0.19 -0.01
O 0.00 0.27 -0.61 -0.27
N 0.36 -1.67 1.51 -0.28
C 0.60 2.35 -1.71 -0.03
C 0.09 1.62 -0.67 -0.16
C 0.82 3.88 -1.47 -0.85
C -1.19 -0.26 0.04 -0.47
C 0.58 -2.70 2.45 -0.29
H 1.34 -2.38 3.14 0.29
H 2.02 4.07 -1.66 0.24
H 0.11 -3.75 2.28 0.21
H -2.00 -0.09 -0.60 0.41
H -0.21 2.21 0.30 0.11
H 0.86 4.11 -0.21 0.24
H 0.07 4.78 -2.00 0.22
H 0.85 1.92 -2.73 0.31
H -1.42 0.29 1.03 0.33


No. 4
18
Properties=species:S:1:pos:R:3:mulliken_charge:R:1 method="wB97M-V/def2-TZVPD" max_force_ev_per_a=3.42 e_homo_ev=-9.150 smiles=N[C@H](CO)CS.O orbital_gap_ev=9.8
S -1.40 0.57 -1.84 -0.21
O 2.71 2.41 0.68 -0.50
O -2.45 -6.63 2.54 -0.63
N 1.43 -0.05 -0.40 -0.38
C 0.85 1.26 -0.34 0.23
C -0.71 1.23 -0.24 -1.01
C 1.31 2.09 0.87 -0.33
H 2.25 -0.29 0.10 0.17
H 0.88 -0.84 -0.66 0.08
H -2.89 -5.77 2.48 0.32
H -1.33 2.09 -0.01 0.40
H 2.93 2.10 -0.21 0.34
H -1.89 -6.40 3.28 0.32
H 0.72 3.00 0.83 0.28
H -0.84 -0.67 -1.92 0.10
H 1.18 1.75 -1.27 0.13
H 1.14 1.56 1.81 0.31
H -0.97 0.38 0.42 0.38


No. 5
18
Properties=species:S:1:pos:R:3:mulliken_charge:R:1 method="wB97M-V/def2-TZVPD" max_force_ev_per_a=1.70 e_homo_ev=-9.047 smiles=CCS.CCS orbital_gap_ev=9.9
S 2.37 0.34 0.27 -0.19
S -1.87 0.33 -1.40 -0.20
C -1.28 -2.44 -1.18 -0.89
C 1.80 1.09 1.82 -0.43
C -1.92 -1.26 -0.49 -0.16
C 0.33 1.42 1.92 -0.89
H -1.38 -2.30 -2.26 0.30
H -1.39 -0.96 0.42 -0.03
H 1.51 -0.72 0.31 0.06
H -0.57 0.64 -1.21 0.09
H -2.93 -1.40 -0.13 0.35
H -0.32 0.57 2.13 0.20
H 2.29 0.50 2.60 0.36
H -1.67 -3.44 -0.99 0.32
H -0.20 -2.48 -1.01 0.22
H 0.14 2.04 2.81 0.34
H -0.06 1.92 1.04 0.27
H 2.37 2.01 1.92 0.29


No. 6
35
Properties=species:S:1:pos:R:3:mulliken_charge:R:1 method="wB97M-V/def2-TZVPD" max_force_ev_per_a=2.55 charge=-1 e_homo_ev=-4.742 orbital_gap_ev=8.0
O 1.78 -1.05 -1.45 -0.78
O 1.56 0.59 -3.56 -0.67
O 0.53 -2.10 1.05 -0.91
O 2.44 -0.57 1.11 -0.84
O -1.71 1.15 2.51 -0.68
O -1.66 -1.42 2.33 -0.66
N -2.18 -0.49 -1.11 -0.36
C 0.18 2.00 0.56 -1.16
C 2.19 0.76 1.62 -0.40
C 1.72 1.77 0.51 -0.61
C -1.39 0.66 -0.91 -0.45
C -0.53 0.78 0.09 1.01
C -2.15 -1.04 -2.45 -0.89
H 1.90 1.41 -0.50 0.32
H 2.35 2.65 0.69 0.40
H 1.38 0.75 2.36 0.20
H -0.93 -1.74 1.71 0.35
H -0.48 -0.05 0.78 -0.49
H 0.76 -2.93 1.46 0.11
H -0.02 2.82 -0.15 0.39
H -2.90 -0.65 -3.16 0.28
H 1.65 -0.04 -2.80 0.41
H 2.16 -0.91 -0.54 0.39
H -1.91 -1.18 -0.42 0.44
H -0.20 2.43 1.48 0.35
H 1.05 -1.67 -1.33 0.28
H -1.17 -0.95 -2.96 0.21
H -2.49 1.03 1.97 0.30
H -1.96 -2.19 2.83 0.24
H 1.57 -1.23 1.16 0.43
H 3.20 1.01 1.94 0.38
H -1.49 0.21 2.63 0.37
H -2.32 -2.12 -2.35 0.37
H 0.67 0.92 -3.42 0.30
H -1.60 1.39 -1.70 0.36


No. 7
20
Properties=species:S:1:pos:R:3:mulliken_charge:R:1 method="wB97M-V/def2-TZVPD" max_force_ev_per_a=6.53 e_homo_ev=-8.292 smiles=CCNCO.O.O orbital_gap_ev=8.8
O -4.11 0.38 3.81 -0.62
O -1.92 1.43 -0.57 -0.62
O -0.06 -0.29 1.65 -0.54
N 1.41 -1.00 0.04 -0.31
C 2.35 -0.82 -1.17 -0.42
C 1.56 -0.54 -2.42 -0.95
C 0.89 0.08 0.63 -0.44
H -2.24 1.79 -1.45 0.31
H -4.18 1.02 3.10 0.31
H 2.98 0.06 -0.77 0.28
H -0.74 -0.89 1.23 0.32
H 0.84 -1.55 -2.60 0.21
H 2.24 -0.49 -3.34 0.30
H 2.98 -1.66 -1.20 0.36
H 1.84 -1.68 0.68 0.20
H 0.86 0.22 -2.49 0.31
H -1.86 2.20 -0.04 0.31
H -5.05 0.15 3.89 0.31
H 0.52 0.85 0.00 0.35
H 1.70 0.74 1.03 0.34


No. 8
14
Properties=species:S:1:pos:R:3:mulliken_charge:R:1 method="wB97M-V/def2-TZVPD" max_force_ev_per_a=4.58 charge=+1 e_homo_ev=-14.951 smiles=C[NH+]1CNC1 orbital_gap_ev=11.5
N 0.60 1.64 0.17 -0.37
N 0.21 -0.53 0.09 -0.05
C 0.60 0.73 -0.95 -0.35
C -0.90 -1.37 -0.19 -0.79
C -0.07 0.63 1.02 -0.47
H 1.56 1.81 0.51 0.31
H -1.21 -0.89 -1.03 0.33
H -1.63 -1.53 0.64 0.32
H -1.13 0.88 1.18 0.32
H 1.14 -0.95 0.19 0.40
H 1.46 0.63 -1.57 0.32
H -0.63 -2.43 -0.40 0.34
H 0.27 0.57 1.95 0.37
H -0.26 0.82 -1.62 0.30